1.
ORCA calculation (ωB97M-V/def2-TZVPD) on a structure of composition C46H39MnN3O2P2S.

Positions of all 94 atoms, in Å:
Mn -0.17765 -0.52155 -0.86513
C -3.47580 -0.42764 -0.57277
P -2.09994 0.12807 0.48346
C -2.20973 1.93688 0.49619
C -2.11557 2.64155 1.69336
C -2.13458 4.02934 1.68801
C -2.25206 4.71905 0.49112
C -2.35421 4.01949 -0.70423
C -2.32749 2.63327 -0.70857
C -2.34445 -0.43833 2.17033
C -3.62957 -0.59596 2.68886
C -3.79913 -1.01393 3.99868
C -2.68910 -1.26751 4.79406
C -1.41069 -1.11290 4.27965
C -1.23469 -0.70149 2.96716
C -2.95393 -0.33235 -1.97189
C -3.60458 -0.27232 -3.17440
C -2.60706 -0.25771 -4.18646
C -1.39387 -0.31235 -3.55496
C -0.00887 -0.44147 -4.09785
P 1.13369 0.20158 -2.83378
C 1.13961 2.00310 -2.98042
C 2.12214 2.74806 -2.32817
C 2.10624 4.13171 -2.39139
C 1.10009 4.78512 -3.08964
C 0.11271 4.05125 -3.72960
C 0.12942 2.66513 -3.67829
C 2.78973 -0.40733 -3.19353
C 3.75640 0.36362 -3.83575
C 5.00698 -0.17623 -4.09516
C 5.29632 -1.48004 -3.71960
C 4.33053 -2.25521 -3.09344
C 3.07996 -1.72304 -2.83024
N -1.58491 -0.33019 -2.18442
H -4.36050 0.19224 -0.41652
H -3.72751 -1.45638 -0.29546
H -2.02416 2.11123 2.63272
H -2.06300 4.56895 2.62293
H -2.26946 5.80109 0.48875
H -2.44775 4.55234 -1.64128
H -2.39413 2.10389 -1.65151
H -4.49900 -0.39177 2.07568
H -4.79609 -1.13674 4.40016
H -2.82434 -1.58866 5.81867
H -0.54581 -1.31777 4.89684
H -0.23455 -0.59960 2.56184
H -4.67267 -0.25288 -3.31851
H -2.76765 -0.24329 -5.25232
H 0.12310 0.05810 -5.05966
H 0.27032 -1.49223 -4.23164
H 2.90747 2.24847 -1.77254
H 2.88160 4.69854 -1.89270
H 1.09085 5.86591 -3.14084
H -0.67025 4.55625 -4.28012
H -0.65184 2.10543 -4.17763
H 3.53830 1.37577 -4.14796
H 5.75411 0.42461 -4.59636
H 6.27545 -1.89456 -3.91919
H 4.54877 -3.27330 -2.80079
H 2.33073 -2.33427 -2.34470
C -2.72386 -4.91648 4.30687
C -1.80564 -4.42976 3.22556
C -0.42395 -4.41641 3.41747
C 0.43121 -3.98390 2.41982
C -0.10132 -3.55365 1.21084
C -1.46807 -3.57419 0.98896
C -2.31065 -4.01229 1.99778
S 0.98283 -2.87469 -0.00161
O 2.19466 -3.63406 -0.02316
O 0.19104 -2.74323 -1.23694
N 1.15241 -1.32887 0.35948
C 2.09781 -0.72944 1.17407
C 3.07853 -1.36280 1.90213
C 3.97071 -0.61077 2.69293
C 3.88818 0.75121 2.75629
C 2.89341 1.42821 2.01330
C 2.74754 2.83483 2.02626
C 1.76457 3.41398 1.27822
C 0.92079 2.58934 0.50860
N 1.01678 1.28222 0.47200
C 1.99502 0.69150 1.21802
H -2.30824 -4.71847 5.29449
H -2.87792 -5.99414 4.22401
H -3.69923 -4.43552 4.24033
H -0.01479 -4.75537 4.36133
H 1.50195 -3.99604 2.57210
H -1.86316 -3.27021 0.02709
H -3.38039 -4.03628 1.82735
H 3.19299 -2.43497 1.84769
H 4.73403 -1.13536 3.25168
H 4.57406 1.32593 3.36478
H 3.41842 3.43104 2.63240
H 1.61473 4.48431 1.26022
H 0.14764 3.04334 -0.09940

The value obtained for the total energy is -117631.236 eV. The calculation puts the largest force on an atom at 0.58 eV/Å. The calculation puts the LUMO energy (spin up / spin down) at -0.140 / -0.102 Ha. Its multiplicity is 5. The calculation puts the orbital gap (spin up / spin down) at 6.479 / 7.515 eV. The total charge is +1. The energy relative to the best compared isomer or geometry (same formula, charge and spin) comes out at 0.000 eV.

Results of the Löwdin charge analysis, in e, for atoms 1 through 6:
1. Mn 0.707
2. C -0.238
3. P 1.076
4. C -0.345
5. C -0.081
6. C -0.067

=====

2.
ORCA calculation (ωB97M-V/def2-TZVPD) on a structure of composition C46H40N11SSiTa in a non-equilibrium geometry.

Positions of all 100 atoms, in Å:
Ta 0.48679 1.21136 0.34638
C 3.14350 3.15169 -2.85321
C 2.64928 2.60449 -4.03623
C 1.40805 2.01856 -4.01505
C 0.67109 1.94136 -2.81749
N 1.20983 2.38333 -1.64927
C 2.40718 3.00823 -1.70871
N -0.61090 1.51132 -2.96052
C -1.49597 1.37660 -2.04179
N -1.31766 1.38717 -0.66684
C -2.59235 1.12857 -0.07011
N -2.87126 0.84850 1.12202
C -1.94279 0.66644 2.21289
C -2.73217 0.97047 3.46017
C -2.37134 1.87630 4.36980
C -1.16436 2.62561 4.15998
C -0.43115 2.42076 3.04525
N -0.71245 1.50270 2.05911
C -3.59492 1.09186 -1.14573
C -4.96639 0.94357 -1.10238
C -5.63622 0.87034 -2.31761
C -4.95061 0.93900 -3.52858
C -3.57337 1.10656 -3.56679
C -2.91052 1.18396 -2.35480
H 4.09974 3.65254 -2.81779
H 3.21778 2.66679 -4.95463
H 0.92927 1.63729 -4.90479
H 2.79315 3.40962 -0.78308
H -3.64945 0.40732 3.53991
H -2.97634 2.06809 5.24534
H -0.82974 3.36310 4.87407
H 0.45927 3.01529 2.93119
H -5.49270 0.89882 -0.15834
H -6.71190 0.75479 -2.32464
H -5.50368 0.86568 -4.45543
H -3.04047 1.17704 -4.50556
C 1.76784 6.74129 1.17684
C 0.80594 5.95228 0.55973
C 0.91602 4.57684 0.58520
C 1.98338 3.97666 1.26159
C 2.94957 4.77351 1.88912
C 2.84225 6.14769 1.83337
N 2.00083 2.56451 1.32888
N 2.82587 2.06689 2.14622
C 2.76707 0.72173 2.37474
C 3.66598 0.18243 3.29196
C 3.60267 -1.16702 3.57503
C 2.65440 -1.93752 2.91689
C 1.79497 -1.33219 2.01563
N 1.82987 -0.02880 1.75313
H 1.68369 7.81894 1.14222
H -0.03289 6.41298 0.05615
H 0.16293 3.96868 0.09044
H 3.76911 4.30057 2.40820
H 3.59403 6.76464 2.30575
H 4.38110 0.84623 3.75665
H 4.27326 -1.61480 4.29523
H 2.57939 -3.00117 3.09163
H 1.04498 -1.90180 1.48396
S 3.34917 0.29927 -0.87782
C 3.50521 -1.35480 -1.12669
N 3.36703 -1.82666 -2.40714
C 3.56913 -3.11503 -2.73748
C 3.92234 -4.00158 -1.76446
C 4.02840 -3.48960 -0.46230
N 3.81572 -2.22527 -0.15360
H 3.10264 -1.14842 -3.11039
H 3.43808 -3.39112 -3.77490
H 4.10657 -5.04222 -1.98060
H 4.30496 -4.13935 0.36194
N -0.62589 -6.57321 -5.93181
C -0.52556 -5.73535 -5.15247
C -0.37100 -4.68375 -4.19284
C -0.04792 -4.99409 -2.87115
C 0.14770 -3.97891 -1.95518
C 0.00079 -2.64498 -2.34678
C -0.35753 -2.33994 -3.66501
C -0.53288 -3.35383 -4.58668
C 0.19873 -1.58671 -1.41299
C 0.37253 -0.67806 -0.62255
H 0.04152 -6.03017 -2.57364
H 0.39486 -4.20697 -0.92642
H -0.50125 -1.30349 -3.94720
H -0.80682 -3.12847 -5.60810
C -2.34973 -2.58819 4.48104
Si -2.76485 -2.22409 2.67694
C -2.16911 -3.61550 1.54320
C -4.60822 -1.98860 2.38276
C -1.51459 -0.82341 2.20853
H -3.05757 -3.29266 4.92230
H -2.36207 -1.68608 5.09632
H -1.35274 -3.02866 4.55846
H -2.68360 -4.55343 1.76263
H -1.09571 -3.79004 1.66175
H -2.35908 -3.36894 0.49545
H -5.14350 -2.72182 2.99053
H -4.85691 -2.18779 1.33894
H -5.00731 -1.00631 2.63171
H -1.15161 -1.06125 1.20198
H -0.67840 -0.90823 2.90844

The value obtained for the total energy is -84993.245 eV. The calculation puts the largest force on an atom at 2.41 eV/Å. The calculation puts the LUMO energy (spin up / spin down) at -0.283 / -0.283 Ha. Its multiplicity is 1. The calculation puts the orbital gap (spin up / spin down) at 4.558 / 4.568 eV. The total charge is +2. The energy relative to the best compared isomer or geometry (same formula, charge and spin) comes out at 2.555 eV.

Results of the Löwdin charge analysis, in e, for atoms 1 through 6:
1. Ta 1.821
2. C -0.052
3. C -0.025
4. C 0.012
5. C -0.326
6. N -0.018